A cluster of 11 separate species, C46H120N6O22 in total. Source: OMol25; level of theory: ωB97M-V/def2-TZVPD.

Geometry (Å):
O  2.605  -0.312  4.807
C  -6.286  0.067  8.108
H  0.734  -4.200  -7.024
H  6.784  4.689  -1.079
H  -1.132  -1.254  -4.334
H  -1.529  -8.301  -0.594
H  -0.347  5.595  -0.135
H  0.823  -2.097  5.366
C  1.761  1.595  -3.261
H  2.298  1.953  -2.382
H  3.726  -4.016  -2.321
H  -6.177  2.123  9.465
C  -2.975  -4.088  -1.567
H  6.234  0.345  0.461
H  -0.563  9.173  1.231
H  2.030  -6.022  2.166
N  1.067  -3.100  -5.356
C  4.264  5.877  -1.426
C  0.974  -3.821  -2.956
O  0.390  1.926  -3.005
H  -1.985  -3.118  9.392
H  -1.993  5.333  -3.009
H  4.119  1.142  4.634
H  -3.049  -6.451  -0.363
C  -1.148  5.045  -3.634
H  -5.514  0.787  3.144
O  -3.432  1.347  -2.864
H  -0.251  9.115  -2.091
N  -0.335  -7.631  -1.991
H  2.454  -4.447  -4.457
H  3.110  1.253  6.114
C  -0.998  -1.367  5.579
N  1.161  6.996  -0.795
O  3.503  -4.643  1.769
O  3.804  2.437  1.721
C  -0.596  8.342  0.527
C  0.713  -7.551  -0.977
C  -2.546  -3.130  8.458
O  -7.166  1.190  8.119
C  -4.423  -1.117  1.869
O  4.723  4.525  -1.261
H  -0.153  3.914  -1.544
H  -5.405  2.822  -0.108
C  0.617  -1.005  3.666
C  -1.172  9.438  -1.607
H  4.239  -0.875  -8.627
C  -3.062  1.478  -4.223
H  2.950  -4.219  -0.819
H  0.999  -5.164  -4.581
H  -3.921  -4.253  -1.051
H  -1.588  -3.317  5.518
H  1.328  8.936  -0.135
H  3.282  5.997  -0.969
H  -4.393  0.965  7.572
C  3.675  -1.784  -8.420
H  -1.247  5.530  -4.605
H  -0.216  -0.625  3.074
O  0.108  5.459  -3.015
H  -2.966  5.323  -0.405
H  3.722  -4.882  2.672
O  -2.314  -5.263  -1.897
C  1.402  -4.164  -4.419
H  4.241  0.111  6.032
H  -4.762  -2.115  1.590
H  2.682  -7.056  -4.764
C  -4.347  0.935  5.006
H  -3.936  1.323  2.918
O  -2.991  4.938  0.474
H  -1.583  -0.698  4.948
H  -2.678  1.126  -2.312
H  1.268  -2.662  -8.664
H  -5.074  5.212  0.450
H  4.008  0.377  1.879
H  3.465  -2.605  -1.123
H  1.250  5.203  0.239
C  -5.013  0.142  7.217
C  0.657  5.662  -0.553
H  6.373  4.272  -2.628
C  -0.001  -1.132  -0.360
C  0.506  4.750  -1.777
H  1.734  2.190  1.710
H  2.845  -7.611  -0.896
H  -0.109  -6.805  -2.526
H  5.216  2.019  -1.650
H  0.717  -4.702  -2.367
H  -3.428  -1.111  1.424
C  2.876  -7.678  -3.891
H  0.587  -8.141  -0.069
H  6.980  2.152  -1.717
C  -4.310  4.452  0.610
C  2.324  -3.864  1.879
H  1.338  1.878  -5.277
H  1.367  -1.523  3.068
H  1.145  -4.766  0.268
H  1.923  3.905  -4.070
C  1.350  -2.286  -7.645
H  -2.922  -4.139  8.286
O  -1.568  -2.807  7.469
H  -2.493  0.205  -5.872
N  6.168  2.508  0.194
H  -3.905  1.853  -4.804
C  6.081  2.538  -1.237
H  0.622  7.339  -1.577
H  6.086  1.250  1.964
H  4.977  6.549  -0.948
O  2.253  -7.036  -2.878
C  2.533  2.723  1.195
H  4.378  -2.498  -7.990
H  5.499  3.194  0.513
C  3.075  -3.492  -1.621
H  -2.373  -7.901  -2.092
O  -1.215  0.949  -0.493
H  2.554  -3.043  1.200
H  -1.021  3.964  -3.702
H  1.945  0.522  -3.222
H  0.436  -1.698  -7.558
H  -1.364  -0.267  1.070
O  1.818  -2.933  -2.216
H  4.236  6.104  -2.492
H  2.425  2.639  0.114
H  -2.272  2.226  -4.280
C  1.401  0.251  4.165
O  2.523  -1.501  -7.491
C  -4.508  0.627  3.531
H  2.516  -8.678  -4.131
H  -3.692  2.468  -0.319
H  1.240  -1.578  -1.653
H  -1.006  7.511  1.101
H  0.060  -3.227  -2.968
H  -4.547  2.000  5.116
H  1.455  4.223  -1.875
N  -5.255  0.157  5.783
H  -3.302  0.733  5.243
H  0.475  -1.743  0.407
H  1.727  -2.350  -5.207
C  0.851  8.029  0.235
H  -0.462  1.200  -1.033
H  -2.354  -3.455  -0.933
H  3.056  1.490  -4.828
H  2.079  -3.612  2.911
H  -7.370  3.182  8.750
H  -0.622  -0.936  6.507
O  -4.182  -0.750  3.235
H  -4.902  -0.371  1.235
C  -1.969  -2.499  6.129
H  0.799  0.757  4.920
C  5.776  1.222  0.919
H  3.334  -2.100  -9.406
H  2.405  3.776  1.448
C  6.040  4.092  -1.606
H  -4.323  -0.696  7.312
H  -4.278  2.919  -2.143
H  1.909  -8.801  -1.939
H  -6.962  -0.670  7.675
H  -0.766  -1.688  -0.900
H  -1.447  -5.949  0.008
C  -2.111  -6.154  -0.832
O  2.405  3.493  -4.790
H  -5.859  2.543  7.800
C  -1.649  -7.537  -1.363
N  0.086  -1.938  4.694
C  1.437  -3.451  -6.658
H  -3.331  -2.375  8.484
H  -0.113  1.364  -3.599
H  -0.912  10.343  -1.058
H  -3.031  -2.366  5.923
H  1.374  7.698  1.132
H  -3.187  -3.471  -2.440
H  3.951  -7.658  -3.713
H  -4.533  4.063  1.604
C  4.294  1.132  1.146
O  1.132  -5.980  1.828
H  -5.129  -0.776  5.418
O  -1.317  -0.322  -4.196
O  1.039  -0.726  -1.258
C  1.113  -4.608  1.346
H  2.446  -3.853  -6.739
H  1.686  0.915  3.350
H  3.830  1.179  0.160
C  2.051  -7.767  -1.626
C  -4.434  3.266  -0.330
C  3.526  0.585  5.359
O  -4.531  3.748  -1.730
C  2.180  2.106  -4.623
C  -0.547  0.116  0.457
H  0.215  0.482  1.146
H  -6.104  -0.490  9.027
H  -1.941  9.525  -2.375
H  -3.268  -0.612  -4.419
H  0.246  -3.988  1.577
H  0.579  -6.538  -0.597
C  -6.659  2.388  8.524
O  -1.406  8.406  -0.606
C  -2.510  0.078  -4.789

- Frontier orbital gap: 8.76 eV
- Energy relative to the best compared isomer or geometry (same formula, charge and spin): 149.90 kcal per mole
- HOMO level: -8.45 eV
- Largest force on an atom: 4.06 eV Å⁻¹

The ion H4N2O2P with charge -1. Source: OMol25; level of theory: ωB97M-V/def2-TZVPD.

Geometry (Å):
O  -0.575  1.851  1.315
N  0.927  0.224  -0.252
H  -0.427  1.155  -1.379
P  0.625  0.801  1.376
O  1.937  1.232  1.944
H  1.292  -0.704  -0.159
N  -0.330  0.236  -1.008
H  0.031  -0.265  1.914
H  -1.135  0.046  -0.382

- Net charge: -1
- Frontier orbital gap: 9.17 eV
- Energy relative to the best compared isomer or geometry (same formula, charge and spin): 57.80 kcal per mole
- HOMO level: -4.44 eV
- Largest force on an atom: 6.03 eV Å⁻¹

A structure of composition C12H18CsO9. Source: OMol25; level of theory: ωB97M-V/def2-TZVPD.

Geometry (Å):
H  0.060  -2.307  -2.271
C  1.408  -2.113  -3.859
O  -2.267  3.138  0.072
C  1.552  -2.242  4.100
H  1.351  -3.181  -4.071
C  2.004  0.772  2.462
H  -1.434  -1.230  -3.989
H  -1.042  0.066  -2.823
H  0.193  1.884  -0.233
H  2.423  -1.937  4.681
O  3.471  -0.142  -1.993
C  -3.578  3.263  0.438
O  -4.102  4.305  0.671
C  0.266  -0.050  3.614
C  -3.251  1.035  -0.057
H  -0.471  0.175  2.844
H  0.454  -1.655  2.342
O  1.281  -0.728  -2.034
C  1.127  -1.199  3.069
Cs  2.997  2.554  -1.009
O  2.656  -1.767  -3.407
C  2.588  -0.908  -2.340
H  -2.106  1.989  -1.571
O  2.687  1.679  1.819
H  -3.010  0.370  0.773
O  2.083  -0.527  2.243
H  -3.717  0.446  -0.847
C  -0.634  -0.628  -3.557
H  1.980  -3.097  3.576
C  0.483  -1.491  -2.857
C  -0.645  1.225  -0.004
O  -4.190  2.020  0.376
H  0.681  -2.465  4.716
C  -2.016  1.847  -0.494
H  -0.619  0.196  -0.361
O  1.202  1.077  3.369
H  1.224  -1.673  -4.839
H  -0.197  0.091  -4.250
H  -0.114  -0.149  4.631
H  -0.778  1.356  1.070

- Net charge: +1
- Frontier orbital gap: 10.62 eV
- HOMO level: -13.41 eV
- Largest force on an atom: 7.34 eV Å⁻¹

A cluster of 7 separate species, C26H50Cl2O12S5 in total. Source: OMol25; level of theory: ωB97M-V/def2-TZVPD.

Geometry (Å):
H  -3.450  -3.350  3.165
H  -1.465  7.338  1.602
C  1.596  0.419  -0.931
H  4.229  -0.030  5.025
S  -0.317  -1.561  3.340
H  4.166  0.560  2.764
O  -2.398  -1.108  -3.105
H  1.599  2.049  2.888
H  2.281  0.129  -0.135
H  -3.882  2.118  -0.490
H  -2.386  0.146  -0.640
H  -5.705  -0.079  -2.694
C  1.209  -1.965  -5.572
O  -0.636  5.997  3.867
C  -2.933  6.067  0.733
C  2.676  2.104  3.065
O  1.425  -4.486  0.417
C  4.012  -4.749  -0.004
H  -2.133  -1.011  2.073
S  -3.635  -1.017  -2.367
O  -2.020  -0.780  -6.760
C  -4.207  1.213  -1.000
H  0.844  -3.496  3.813
H  2.144  -2.079  1.058
H  -3.013  7.520  2.462
C  -3.435  -0.110  -0.773
H  3.874  -1.915  -0.402
H  -1.353  -3.981  4.732
C  -4.733  0.167  -3.120
H  3.541  -4.688  -0.983
S  -0.777  -0.278  -6.232
C  1.029  -1.913  -7.088
H  2.114  0.712  -1.836
Cl  1.259  3.014  -0.160
C  -0.029  -3.381  3.173
H  -3.245  1.737  -2.898
H  -0.302  1.530  -0.973
H  -3.761  5.431  1.048
C  -2.422  -3.063  2.933
H  -2.187  4.154  -0.072
H  2.491  0.031  2.715
O  -4.353  -2.244  -2.133
H  0.251  -0.828  -4.118
H  0.017  5.235  1.410
H  5.761  -3.794  1.015
O  -0.124  -1.180  4.734
H  1.809  -2.356  -7.712
H  -4.975  2.266  -2.739
C  -1.792  5.099  0.320
C  4.302  -2.318  0.525
C  -1.360  -3.954  3.643
H  -4.717  0.095  -4.203
O  0.379  -0.856  2.290
C  5.043  -3.632  0.208
O  2.900  2.782  4.318
H  2.533  -0.111  5.262
H  -1.450  -4.991  3.322
C  -0.078  -1.405  -4.981
C  0.574  -0.496  -7.410
C  -0.923  4.706  1.530
H  4.326  -5.773  0.182
H  0.172  -0.304  -8.401
H  -2.408  -3.383  1.884
C  3.038  -2.617  1.364
H  -0.860  -2.113  -4.728
C  -2.373  6.823  1.929
H  -3.865  -0.784  -0.042
C  -4.237  1.498  -2.519
H  -0.830  3.665  1.824
H  0.180  1.026  0.578
H  -2.524  -1.055  3.864
H  0.204  -2.581  -7.372
H  -1.140  5.404  -0.498
H  5.686  -3.602  -0.673
S  -1.680  5.495  3.004
C  3.191  0.686  3.238
H  -3.237  6.716  -0.082
H  1.242  0.292  -7.066
H  3.193  -2.501  2.435
O  3.641  2.249  6.353
C  -2.130  -1.580  2.997
H  0.221  -3.559  2.131
C  0.593  1.396  -0.362
O  2.817  -4.981  2.419
H  -5.238  1.033  -0.683
S  2.689  -4.359  1.127
H  3.131  2.607  2.216
O  -0.659  1.094  -5.763
O  -2.795  4.748  3.540
Cl  0.719  -1.130  -1.205
H  2.178  -1.632  -5.192
H  4.902  -1.501  0.914
C  3.323  1.883  5.263
C  3.299  0.454  4.730
H  1.368  -3.026  -5.328

- Frontier orbital gap: 10.02 eV
- HOMO level: -9.89 eV
- Largest force on an atom: 2.55 eV Å⁻¹

Among the records above, which one has the lowest HOMO level? C12H18CsO9

frontier orbital gap of number 1 (C46H120N6O22)? 8.76 eV

Repeat the third record exactly.
A structure of composition C12H18CsO9. Source: OMol25; level of theory: ωB97M-V/def2-TZVPD.

Geometry (Å):
H  0.060  -2.307  -2.271
C  1.408  -2.113  -3.859
O  -2.267  3.138  0.072
C  1.552  -2.242  4.100
H  1.351  -3.181  -4.071
C  2.004  0.772  2.462
H  -1.434  -1.230  -3.989
H  -1.042  0.066  -2.823
H  0.193  1.884  -0.233
H  2.423  -1.937  4.681
O  3.471  -0.142  -1.993
C  -3.578  3.263  0.438
O  -4.102  4.305  0.671
C  0.266  -0.050  3.614
C  -3.251  1.035  -0.057
H  -0.471  0.175  2.844
H  0.454  -1.655  2.342
O  1.281  -0.728  -2.034
C  1.127  -1.199  3.069
Cs  2.997  2.554  -1.009
O  2.656  -1.767  -3.407
C  2.588  -0.908  -2.340
H  -2.106  1.989  -1.571
O  2.687  1.679  1.819
H  -3.010  0.370  0.773
O  2.083  -0.527  2.243
H  -3.717  0.446  -0.847
C  -0.634  -0.628  -3.557
H  1.980  -3.097  3.576
C  0.483  -1.491  -2.857
C  -0.645  1.225  -0.004
O  -4.190  2.020  0.376
H  0.681  -2.465  4.716
C  -2.016  1.847  -0.494
H  -0.619  0.196  -0.361
O  1.202  1.077  3.369
H  1.224  -1.673  -4.839
H  -0.197  0.091  -4.250
H  -0.114  -0.149  4.631
H  -0.778  1.356  1.070

- Net charge: +1
- Frontier orbital gap: 10.62 eV
- HOMO level: -13.41 eV
- Largest force on an atom: 7.34 eV Å⁻¹